Computed, not measured: 13 unconnected molecules or ions with the total composition C73H171N9O13 at a distorted geometry, with ωB97M-V/def2-TZVPD.

Values from the calculation:
M: 1383.22 g mol⁻¹
Lowest unoccupied orbital energy: 0.377 eV
Relative energy (zero: lowest compared OMol25 entry of this formula, charge and spin): 493.9 kJ/mol
Gap between HOMO and LUMO: 8.48 eV
Calculated total energy: -4354.49355 hartree

Structure (XYZ):
```
266
Properties=species:S:1:pos:R:3:lowdin_charge:R:1
C 21.00282 -23.04175 8.98558 -0.0333
C 22.44075 -22.75088 8.61058 -0.5007
C 22.62439 -22.13607 7.24996 -0.0295
O 22.95605 -21.77134 9.47086 -0.0906
H 20.96388 -23.68964 9.82624 0.0650
H 20.53705 -23.58509 8.16845 0.0829
H 20.50496 -22.05413 9.07039 0.0944
H 22.90459 -23.71951 8.67887 0.1265
H 22.35607 -22.90091 6.55376 0.0817
H 23.63952 -21.76731 7.08149 0.0809
H 22.00922 -21.31013 7.09193 0.0522
H 22.82503 -21.99157 10.41161 0.0789
C 26.15433 -23.03920 9.14623 -0.0608
C 26.64369 -21.74116 9.63660 -0.5080
C 27.91359 -21.42132 8.89240 -0.0437
O 25.56416 -20.79207 9.49103 -0.0763
H 25.15905 -23.32570 9.61163 0.0865
H 26.89046 -23.84568 9.29389 0.0974
H 25.99763 -22.94537 8.05283 0.0769
H 26.97639 -21.76400 10.68922 0.1357
H 28.56251 -20.77212 9.47841 0.0451
H 27.56684 -20.93034 7.92136 0.0990
H 28.46351 -22.35019 8.72570 0.0870
H 24.75510 -21.31403 9.34941 0.0331
C 20.26093 -13.77154 6.09321 -0.0409
C 21.60649 -13.65110 6.74691 -0.4841
C 21.82735 -12.34407 7.44269 -0.0562
O 21.95172 -14.70824 7.71376 -0.1027
H 20.20872 -14.78210 5.73352 0.0640
H 20.11884 -13.09440 5.26581 0.0818
H 19.48433 -13.64343 6.81777 0.0604
H 22.36860 -13.66949 5.94229 0.1169
H 21.43439 -11.52091 6.87243 0.0742
H 22.91202 -12.16818 7.55739 0.0867
H 21.28951 -12.39225 8.38721 0.0691
H 22.10243 -15.55201 7.20359 0.0437
C 16.24543 -19.53691 10.40171 -0.0811
C 16.65432 -20.95184 10.08636 -0.4962
C 16.12201 -21.77554 11.23828 -0.0668
O 16.06392 -21.34567 8.81923 -0.0708
H 15.17408 -19.43725 10.56153 0.0811
H 16.43617 -18.87468 9.51918 0.0654
H 16.70703 -19.13624 11.31511 0.0914
H 17.77319 -20.96465 10.02211 0.1292
H 16.37637 -22.80526 11.18712 0.0619
H 15.03775 -21.75909 11.11182 0.0909
H 16.45028 -21.28619 12.15670 0.0872
H 16.03595 -22.34882 8.87090 0.1115
C 24.12436 -21.99358 14.94307 -0.0065
C 23.47496 -22.34272 13.55980 -0.5385
C 22.04592 -22.78675 13.70797 -0.1513
C 21.00362 -21.66867 13.99404 -0.1655
C 21.11418 -20.45288 13.11192 -0.1288
C 22.56495 -19.97052 12.93363 -0.5249
N 23.39465 -21.15944 12.60078 -0.0458
O 24.67616 -20.54386 12.53643 -0.0986
C 22.62971 -19.05789 11.77402 -0.0542
C 23.02326 -19.09422 14.11065 -0.0146
C 24.34883 -23.31621 12.82642 -0.0476
H 24.34785 -22.97841 15.44413 0.1042
H 23.41533 -21.46778 15.55199 0.0531
H 24.97445 -21.37046 14.76311 0.0712
H 21.82691 -23.36978 12.74257 0.1297
H 22.09691 -23.58561 14.48275 0.1285
H 21.09050 -21.40538 15.05644 0.1107
H 20.09070 -22.28546 13.77545 0.1200
H 20.40130 -19.67784 13.39841 0.1235
H 20.87372 -20.71890 12.02466 0.1311
H 23.65403 -18.65709 11.64836 0.0842
H 22.33856 -19.58005 10.86844 0.0536
H 21.96443 -18.12819 11.81191 0.1099
H 22.46499 -18.17019 13.99800 0.0770
H 22.84349 -19.46584 15.10494 0.0675
H 24.07480 -18.82200 14.05671 0.0686
H 24.29290 -24.34595 13.33823 0.1203
H 25.35363 -22.84952 12.63219 0.0960
H 23.95446 -23.45545 11.79272 0.0686
H 24.99830 -20.61544 11.61295 0.0869
C 27.79368 -16.76832 4.88033 -0.0281
C 27.28836 -15.42762 4.32759 -0.5003
C 25.81384 -15.17537 4.79994 -0.1136
C 25.77313 -14.76660 6.30616 -0.1555
C 26.54630 -13.48661 6.49390 -0.1496
C 28.00527 -13.61622 5.96716 -0.4954
N 27.98760 -14.16075 4.60348 -0.0866
O 29.29794 -14.29931 4.01638 -0.0306
C 28.46887 -12.13212 5.74370 -0.0277
C 28.80571 -14.37545 7.03265 -0.0268
C 27.22072 -15.50266 2.76236 -0.0224
H 28.80743 -17.07137 4.46656 0.0874
H 27.12329 -17.61488 4.62388 0.0612
H 27.97703 -16.81647 5.99104 0.0847
H 25.49673 -14.37092 4.14451 0.1085
H 25.30274 -16.10593 4.56142 0.0921
H 26.01993 -15.59952 6.97187 0.0869
H 24.68493 -14.49100 6.52990 0.1168
H 26.59612 -13.18600 7.54115 0.1247
H 26.14216 -12.63065 6.03513 0.0899
H 28.74177 -11.69520 6.70858 0.0779
H 29.37566 -12.11627 5.08125 0.0845
H 27.69527 -11.56970 5.23818 0.0709
H 29.04763 -13.63359 7.90090 0.1181
H 28.25946 -15.16960 7.40812 0.0205
H 29.77441 -14.73010 6.59790 0.0962
H 26.52576 -16.25099 2.42794 0.0697
H 28.26506 -15.81588 2.59381 0.0760
H 27.03463 -14.51259 2.36512 0.0836
H 29.35158 -13.63091 3.35153 0.0830
C 12.98941 -18.45773 5.46519 -0.0347
C 13.29162 -16.96026 5.85294 -0.4899
C 13.26674 -16.87298 7.39210 -0.1339
C 14.54245 -17.38278 8.06226 -0.1712
C 15.78485 -16.76167 7.45829 -0.1360
C 15.79536 -17.02678 5.94794 -0.5224
N 14.56488 -16.40276 5.42815 -0.0957
O 14.56541 -16.44050 4.04607 -0.0420
C 16.93489 -16.22691 5.38471 -0.0387
C 16.04074 -18.51055 5.58300 -0.0216
C 12.10368 -16.05756 5.32491 -0.0225
H 11.91005 -18.52818 5.34201 0.0744
H 13.27924 -19.15940 6.20798 0.0503
H 13.45494 -18.92363 4.57572 0.0815
H 13.01594 -15.82815 7.57973 0.1089
H 12.37785 -17.49189 7.64357 0.1308
H 14.60111 -18.52230 7.95025 0.1230
H 14.45769 -17.27096 9.12451 0.0942
H 16.73687 -17.09777 7.82905 0.0907
H 15.84621 -15.69460 7.64412 0.1132
H 17.03484 -15.27615 5.91199 0.0825
H 17.84056 -16.87252 5.37698 0.0888
H 16.70613 -15.88514 4.36848 0.0858
H 15.21347 -19.15765 5.86708 0.0442
H 16.25776 -18.61755 4.45314 0.1140
H 16.91068 -18.94683 6.13366 0.0975
H 12.27967 -15.77291 4.24256 0.0936
H 12.09659 -15.10982 5.92647 0.0870
H 11.16319 -16.58446 5.40714 0.0633
H 14.58700 -17.36010 3.75531 0.0814
C 30.19810 -20.67383 2.77315 -0.0265
C 28.87650 -20.64926 3.55980 -0.5478
C 27.87551 -19.68150 2.90897 -0.1344
C 26.45371 -19.82541 3.44843 -0.1763
C 25.98635 -21.27453 3.18771 -0.1207
C 26.95927 -22.29577 3.86408 -0.4700
N 28.30101 -21.97980 3.43955 -0.0932
O 29.19215 -22.95485 3.99756 -0.0348
C 26.72814 -22.18837 5.45169 -0.0222
C 26.51860 -23.67343 3.36396 -0.0342
C 29.15435 -20.26986 5.01437 -0.0273
H 30.75230 -21.46681 3.28004 0.0736
H 30.78315 -19.71866 2.85299 0.1013
H 29.97904 -20.82638 1.70052 0.0927
H 28.45650 -18.68636 2.90342 0.1301
H 27.90155 -19.96481 1.83248 0.1247
H 25.90938 -19.10878 2.86381 0.0881
H 26.32956 -19.52709 4.47708 0.0858
H 25.95464 -21.48784 2.13419 0.1063
H 24.96747 -21.47335 3.62725 0.1256
H 26.32482 -21.22783 5.74485 0.0549
H 25.94586 -22.85261 5.82504 0.0628
H 27.67656 -22.33862 6.02442 0.0776
H 25.57855 -23.88001 3.78692 0.0581
H 26.44749 -23.73999 2.26225 0.0942
H 27.17556 -24.47393 3.68341 0.0768
H 29.66035 -19.31450 4.99232 0.0727
H 29.76244 -21.10283 5.47580 0.1053
H 28.27869 -20.18113 5.65072 0.0525
H 29.76089 -23.23645 3.27768 0.0963
C 17.67991 -14.85624 11.33991 -0.0130
C 18.55904 -13.75646 10.72718 -0.5773
C 18.55432 -12.53901 11.69150 -0.1433
C 19.40912 -12.60822 12.96216 -0.1738
C 20.84427 -12.93246 12.61321 -0.1574
C 20.88022 -14.20206 11.71751 -0.4660
N 19.93442 -14.05915 10.54718 -0.0564
O 19.90144 -15.22667 9.71109 -0.0436
C 22.30050 -14.24781 11.13928 -0.0317
C 20.59771 -15.38180 12.61631 -0.0362
C 17.93498 -13.20563 9.46536 -0.0375
H 16.70129 -14.32464 11.34263 0.0904
H 17.91384 -15.05613 12.38618 0.0701
H 17.51987 -15.75779 10.74744 0.0743
H 18.94344 -11.72946 11.04363 0.1231
H 17.54006 -12.30356 11.90136 0.1009
H 19.09828 -13.48016 13.62113 0.1044
H 19.35478 -11.55412 13.49192 0.1481
H 21.54848 -13.07957 13.46638 0.1384
H 21.27826 -12.13473 12.11979 0.0878
H 23.05503 -14.12252 11.86052 0.0564
H 22.57694 -15.22649 10.72965 0.0762
H 22.53170 -13.57323 10.31940 0.0777
H 19.82351 -15.04482 13.30540 0.0525
H 20.27137 -16.30751 12.12047 0.0762
H 21.52507 -15.71354 13.14582 0.0974
H 17.74369 -14.08969 8.80413 0.0886
H 18.56289 -12.37535 9.06079 0.0996
H 16.97828 -12.79756 9.72790 0.0729
H 20.37751 -14.94943 8.92311 0.0600
C 22.61764 -11.93921 1.24368 -0.0572
C 21.85017 -13.21306 1.56035 -0.4550
C 21.66350 -14.00319 0.28876 -0.2473
O 20.97471 -15.18727 0.57994 -0.1906
C 21.01038 -16.11770 -0.42861 -0.1181
N 22.67911 -14.10031 2.37758 0.0410
H 23.38862 -12.25165 0.58374 0.0602
H 23.21723 -11.54122 2.05264 0.0782
H 21.98627 -11.24773 0.70616 0.0786
H 20.85064 -13.03453 2.00583 0.1446
H 22.69404 -14.17917 -0.07751 0.1309
H 21.23954 -13.31284 -0.46546 0.1372
H 21.26103 -17.08960 0.02667 0.0806
H 21.71992 -15.85009 -1.23771 0.0982
H 20.02381 -16.15190 -0.89895 0.0905
H 22.13175 -15.00612 2.38262 0.0623
H 22.67023 -13.80685 3.37423 0.0752
C 26.50509 -15.70027 11.77567 -0.0395
C 26.30548 -17.22621 11.59040 -0.4272
C 27.38342 -17.78275 10.64898 -0.1620
O 28.69879 -17.74087 11.24854 -0.1863
C 29.71898 -18.34407 10.58125 -0.1542
N 26.27548 -17.94015 12.81467 0.0705
H 27.37774 -15.56004 12.37233 0.0639
H 25.65275 -15.31953 12.27913 0.0532
H 26.69580 -15.18050 10.82069 0.0824
H 25.33572 -17.30936 11.01238 0.1309
H 27.34609 -17.23284 9.75201 0.0959
H 27.25787 -18.83491 10.34127 0.1118
H 29.75909 -18.08941 9.50870 0.0962
H 29.69265 -19.42234 10.60796 0.0568
H 30.64556 -18.06879 11.13603 0.1049
H 25.83719 -18.83199 12.73508 0.0258
H 27.24068 -18.14223 13.07869 0.0871
C 20.69055 -17.64715 3.37657 -0.0176
C 21.85404 -18.63158 3.52712 -0.3398
C 21.89420 -19.63798 2.37665 -0.1835
O 22.89756 -20.64434 2.48446 -0.1812
C 22.77756 -21.67398 1.65545 -0.1704
N 23.18966 -17.86542 3.65742 0.0798
H 19.86232 -18.18472 2.91817 0.0863
H 21.05680 -16.83201 2.79077 0.0481
H 20.33941 -17.31826 4.33688 0.0543
H 21.82265 -19.17731 4.43367 0.1109
H 21.92687 -19.12329 1.45930 0.1016
H 20.89391 -20.05016 2.26909 0.1207
H 22.71193 -21.34055 0.60091 0.1015
H 21.82867 -22.26310 1.92059 0.1197
H 23.63413 -22.29383 1.74122 0.0626
H 23.91153 -18.47743 3.43238 0.0139
H 23.20705 -17.15487 2.95773 0.0508
C 24.18342 -17.77201 8.20184 -0.0385
C 22.87346 -18.17767 7.52092 -0.3845
C 21.77347 -18.55514 8.54374 -0.1992
O 20.48466 -18.31583 8.05837 -0.1704
C 19.50417 -18.27518 9.05953 -0.0962
N 22.40934 -17.24816 6.51826 0.0671
H 24.09751 -16.78315 8.66273 0.0766
H 24.97722 -17.51639 7.47789 0.0659
H 24.57096 -18.57772 8.84479 0.0674
H 23.08496 -19.17485 7.01557 0.1292
H 21.94406 -17.91806 9.43725 0.1133
H 21.98844 -19.59356 8.82849 0.0982
H 19.54012 -19.21325 9.66133 0.0866
H 18.53321 -18.14100 8.63028 0.0541
H 19.61827 -17.44081 9.80422 0.0833
H 23.00196 -17.20143 5.73010 0.0370
H 21.46506 -17.45273 6.23832 0.0644
```